Formula: C85H182N10O10
Source: the OMol25 dataset
Level of theory: the ωB97M-V functional and the def2-TZVPD basis

Values from the calculation:
HOMO energy, Ha: -0.3034
HOMO-LUMO gap, Ha: 0.321
SMILES: CC1(C)CCCC(C)(C)N1O.CC1(C)CCCC(C)(C)N1O.CC1(C)CCCC(C)(C)N1O.CC1(C)CCCC(C)(C)N1O.CC1(C)CCCC(C)(C)N1O.CC1(C)CCCC(C)(C)N1O.CC1(C)CCCC(C)(C)N1O.CC1(C)CCCC(C)(C)N1O.CC1(C)CCCC(C)(C)N1O.COC[C@H](C)N
Energy above the lowest of the compared OMol25 structures with the same formula, charge and spin, eV: 2.746
LUMO level, eV: 0.5
Strongest force on any atom, hartree/bohr: 0.073

Each line ends with the Löwdin charge.
Element x y z (Å)
1 C 4.8274 -3.4171 -5.1118  -0.046
2 C -0.5404 1.6836 1.1858  -0.505
3 H 2.7566 6.6074 -0.4645  0.120
4 C 1.6867 0.9671 4.9207  -0.017
5 H -1.9195 -1.1615 2.2228  0.108
6 C -0.0472 8.2243 -1.4674  -0.030
7 C -3.9414 -4.8823 -1.3474  -0.143
8 H -3.7995 -3.8278 -1.6647  0.119
9 H -0.5017 0.9333 -7.4265  0.122
10 H -3.5736 4.2076 -3.1726  0.061
11 H -2.7900 1.4529 5.1909  0.055
12 H -1.9528 -4.1767 0.4562  0.081
13 H 2.1569 -1.7789 4.6220  0.066
14 H 4.6876 -6.1168 -0.1610  0.103
15 C -0.0715 -0.8049 -0.7074  -0.014
16 C -0.0710 7.0310 2.9581  -0.043
17 H -1.1204 1.5769 -0.8749  0.079
18 O 1.4565 0.5827 1.2828  -0.069
19 C -2.4374 -5.3387 -1.2846  -0.515
20 N -2.4821 -6.6491 -0.6176  -0.101
21 C -0.0828 2.1695 -5.0917  -0.492
22 H 6.0187 1.0246 5.2470  0.118
23 H -3.2793 -2.5847 4.6752  0.107
24 C 2.4531 8.6273 0.3779  -0.156
25 H 2.9908 1.1557 0.0817  0.060
26 C -2.4917 -6.4276 1.8815  -0.038
27 H 1.4306 -7.5888 -2.9071  0.090
28 H 4.6475 -7.9838 -6.1889  0.108
29 H 1.8808 -1.5019 6.2292  0.089
30 H 5.6134 3.0569 0.0840  0.072
31 H 1.2738 5.6322 -2.4232  0.072
32 H -1.1401 3.2314 -3.5054  0.087
33 H -5.7791 -0.9147 7.5862  0.117
34 C 0.6224 5.6798 -1.5508  -0.024
35 H 0.3423 -1.5448 -6.6124  0.075
36 C -1.1521 2.4077 -6.1063  -0.153
37 H -2.0918 2.7059 -5.6763  0.108
38 H -0.5426 3.6162 2.1824  0.111
39 H -0.5468 -1.9254 -3.4445  0.060
40 C -7.1916 3.1766 -0.1600  -0.519
41 C 3.8371 -6.3773 0.5760  -0.057
42 H 1.4911 1.6034 -6.6097  0.079
43 H 4.0647 -1.9560 -2.3493  0.075
44 H 5.8121 4.2793 -1.3423  0.097
45 H 3.5170 -1.0441 -1.0720  0.071
46 H -0.5458 -4.6121 -0.5721  0.079
47 H -2.6554 -5.3417 2.0349  0.074
48 H 0.3227 9.1911 -1.2369  0.051
49 H -1.4296 8.8257 1.4130  0.086
50 H 0.0531 2.3081 3.1261  0.068
51 H 4.1851 -4.3077 1.9613  0.065
52 H -4.8261 3.2988 -3.8156  0.075
53 C -4.7590 -4.9842 -0.0810  -0.180
54 C -5.9925 -1.7990 5.2855  -0.034
55 C 3.7656 -0.9152 -2.1094  -0.058
56 H -1.8867 0.2067 4.5807  0.082
57 H 0.5854 1.9423 -0.7531  0.070
58 C -6.1692 5.2665 -2.6560  -0.013
59 C -2.6728 0.2667 0.8583  -0.174
60 H -1.7955 -4.5748 -3.1837  0.070
61 C 1.9388 8.0632 1.7095  -0.132
62 H 6.2417 -0.0523 3.1190  0.087
63 C 1.8888 -5.7502 4.3744  -0.092
64 H -2.3452 -8.8287 1.2661  0.086
65 H 3.7055 2.9214 -3.7127  0.116
66 H 4.6344 3.0574 2.3595  0.065
67 H -2.2562 -1.7337 0.6325  0.122
68 C -1.2672 -1.4314 -4.0999  -0.035
69 H -6.1907 0.4088 4.0193  0.078
70 H -3.0098 -6.9081 2.6895  0.073
71 C 4.3694 2.0977 6.0875  -0.157
72 H 5.9176 2.7429 4.6988  0.118
73 C -0.7220 -0.3583 -5.0728  -0.490
74 H -4.2061 -4.2508 0.6563  0.132
75 C -4.6695 -6.4120 0.4834  -0.116
76 H 5.4061 -0.3653 -4.1405  0.085
77 H 2.2427 -6.5283 4.9607  0.063
78 H 3.5690 2.7904 5.7594  0.104
79 H 0.2941 0.5320 -2.5590  0.054
80 H -6.5600 4.8379 -3.5438  0.068
81 C 5.7525 0.8364 2.7019  -0.038
82 H 3.3586 -7.2047 0.1501  0.046
83 H -2.6338 0.4289 -5.3660  0.125
84 H 2.1841 -8.1874 -5.4668  0.146
85 H 4.3918 -2.9894 -6.0659  0.105
86 C 0.7998 7.1048 -0.8058  -0.460
87 C -2.0969 1.5814 1.4043  -0.095
88 H 4.9081 -4.4381 -2.6390  0.072
89 C 0.7446 -5.9794 -4.8089  -0.058
90 C -1.4610 -1.3009 6.8989  -0.019
91 C 3.9144 2.5456 2.9546  -0.005
92 H 5.3481 0.5366 1.6984  0.070
93 H 0.5872 6.1902 3.2769  0.092
94 H 4.6806 -6.1164 -3.0577  0.057
95 N 0.2756 6.7780 0.5857  -0.064
96 H 0.6523 -5.6736 -5.8532  0.087
97 H 6.6167 1.9357 -3.3494  0.085
98 O -1.1505 6.4431 0.4581  -0.059
99 C 1.9368 -5.5458 2.0043  -0.225
100 H -5.0691 1.2328 8.5445  0.106
101 H -4.5511 0.3084 3.7077  0.069
102 C 4.9156 0.4681 -3.7049  -0.102
103 H 0.3171 -5.1909 -4.1819  0.068
104 H -0.9115 3.1848 -6.8323  0.127
105 H -1.1568 1.1413 5.9235  0.077
106 H -5.4059 5.9921 -2.8426  0.079
107 H 6.7857 0.7617 -1.6902  0.048
108 H 5.7874 2.0299 -4.9511  0.090
109 O -3.2354 -1.6228 4.6245  -0.043
110 C -3.2638 -8.4900 0.7390  -0.025
111 H -0.7096 -0.4540 -1.4662  0.042
112 C 2.6531 -1.2923 5.4627  -0.027
113 C 0.0682 2.6556 2.1033  -0.038
114 H 0.9248 4.8528 -0.8283  0.080
115 C 4.2414 -7.2036 -5.5417  -0.160
116 H -8.0888 5.0441 -0.7650  0.084
117 H -2.2773 1.6331 2.4700  0.100
118 O 2.5199 -4.1908 -3.3155  -0.063
119 C 5.0954 -5.1644 -3.4259  -0.029
120 H 4.2120 -5.3611 -6.7742  0.119
121 H -8.1466 1.2802 -0.5670  0.103
122 H -2.3938 0.8217 8.1045  0.087
123 C 2.1762 -6.2408 -4.4713  -0.520
124 C 4.7304 0.1919 -2.1811  -0.483
125 C 6.1232 -0.0659 -1.4953  0.017
126 H 1.8401 0.2138 2.0813  0.034
127 C -2.1076 0.7187 5.5518  -0.035
128 H -5.1897 5.6114 1.3600  0.112
129 C -0.3813 2.1754 -0.2948  0.003
130 H 2.1273 -6.1009 -2.3941  0.095
131 C -1.8226 0.0521 -5.9957  -0.169
132 H -5.7546 -4.5933 -0.1979  0.100
133 C -6.3401 3.7787 0.9753  -0.142
134 C -7.5370 1.7892 0.2254  -0.052
135 H -2.7503 0.3657 -0.2120  0.102
136 C -1.8222 -0.8739 1.1853  -0.158
137 H 4.7892 2.4377 7.0635  0.120
138 H -0.0091 9.7207 0.8062  0.057
139 H 5.8678 -3.1923 -5.1053  0.071
140 C -1.5840 -4.2862 -0.5976  -0.035
141 H -7.0228 -1.4537 5.1049  0.089
142 H 2.3977 7.1455 1.9409  0.098
143 H 4.4393 -2.7323 -4.2997  0.061
144 C -5.3699 4.1709 -1.8693  -0.460
145 H 2.5199 7.9576 -1.6935  0.138
146 H 1.2996 -0.2336 -6.0896  0.053
147 H -5.9819 -2.6145 6.0108  0.085
148 H -1.9086 -2.1249 -4.7303  0.102
149 H 1.8671 1.9799 4.4569  0.084
150 H -0.3080 9.5190 2.5462  0.066
151 C 0.4486 7.7608 1.7402  -0.494
152 H 6.5077 1.5942 2.5470  0.078
153 H -1.0542 -7.7661 -1.1889  0.110
154 H -5.1297 -6.4751 1.5134  0.133
155 H 3.2946 -1.2157 2.7469  0.121
156 H -5.6323 -2.2411 4.3396  0.080
157 C -0.3604 -0.7986 0.8120  -0.457
158 H -4.0557 5.6396 -0.8073  0.107
159 O 3.9279 1.1304 -0.1089  -0.042
160 O 3.2436 -0.2518 2.9062  -0.076
161 H -0.0069 -1.8304 -1.0418  0.069
162 H 2.4013 -6.8406 -6.5748  0.117
163 H 0.8704 -6.0534 4.1630  0.083
164 O 0.6501 0.6078 -3.4665  -0.062
165 C -2.6759 -0.3559 6.4890  -0.457
166 H -2.5819 -6.1987 -3.2956  0.106
167 H 1.2664 -4.6907 2.0489  0.104
168 C 5.6673 1.8759 -3.8942  -0.104
169 H -0.7280 -1.3539 6.0691  0.072
170 C 4.7358 -5.7791 -5.8810  -0.120
171 H 5.1450 3.9136 -3.2409  0.101
172 H -6.8532 5.7202 -1.9461  0.052
173 C -0.1327 3.2506 -3.9834  -0.032
174 C 2.3182 -6.9572 -3.1193  -0.024
175 H -1.0410 5.5028 0.4269  0.052
176 C -0.3845 9.0714 1.5865  -0.016
177 C -5.6333 -0.0826 6.9148  -0.138
178 H 4.5846 -7.3994 -4.5496  0.070
179 H 1.1787 0.3606 4.1007  0.089
180 H 1.1078 -1.6949 -5.1597  0.045
181 H -1.6029 -3.4131 -1.2650  0.080
182 C 4.3317 -4.8033 -4.6986  -0.524
183 C 1.3172 2.1768 -5.6797  -0.040
184 H -5.2423 -7.0411 -0.1258  0.090
185 C -5.6691 5.0547 0.5672  -0.174
186 H 1.9572 1.8279 -4.8809  0.055
187 H 3.5600 3.2875 3.6502  0.070
188 H -2.1980 -0.8702 -6.4994  0.131
189 C 5.3779 1.8481 4.9686  -0.137
190 H -0.0935 -2.9230 0.9564  0.044
191 H -2.2444 1.3885 -7.6725  0.104
192 N -3.7825 -1.0790 5.8172  -0.088
193 H 3.1065 2.1664 2.3678  0.045
194 H -6.4130 5.7405 0.1720  0.093
195 C 4.6979 1.3981 3.6735  -0.444
196 O -1.1160 -7.0678 -0.5125  -0.040
197 C 0.2993 -2.0387 1.4184  -0.018
198 H -7.0268 3.9505 1.7985  0.120
199 H 3.9682 0.3865 -4.2690  0.111
200 H -2.5211 2.4802 0.9436  0.104
201 H 6.5143 -1.0039 -1.8788  0.084
202 C -3.2215 0.2454 7.8332  -0.109
203 H 0.1995 -6.9383 -4.8131  0.098
204 H 4.3886 0.0604 6.7542  0.097
205 N 3.9014 0.1536 4.0979  -0.053
206 H 2.3002 -3.2726 -3.5090  0.082
207 H -5.0695 1.4786 4.9154  0.078
208 H -0.9639 -0.8552 7.7672  0.076
209 H -1.0776 6.6107 2.9071  0.082
210 C 2.6766 -7.1602 -5.5516  -0.149
211 H -4.4862 -5.3437 -2.2230  0.131
212 H -3.9757 4.0584 -0.1581  0.103
213 C 2.8810 -5.2268 0.8428  -0.412
214 C 0.5834 -0.9766 -5.7342  0.003
215 H 6.0126 -0.1630 -0.4415  0.056
216 C -8.4728 3.9875 -0.5400  -0.004
217 H -0.0413 7.7545 3.7633  0.075
218 H -7.5563 3.0667 -2.7433  0.076
219 H -0.3764 5.5335 -1.8955  0.056
220 N -0.4084 0.8968 -4.3386  -0.078
221 C -1.9296 -5.5261 -2.7044  -0.035
222 H 0.7070 3.0962 -3.2679  0.076
223 H 0.1455 -1.9904 2.5230  0.103
224 H -1.4340 -6.6819 1.9357  0.073
225 H -3.6852 0.2149 1.2558  0.110
226 H 4.1295 -3.7331 0.4440  0.056
227 H 3.4988 8.8469 0.3413  0.106
228 C -5.2428 0.4784 4.5230  -0.018
229 H -0.9585 -5.9846 -2.5999  0.051
230 H 0.0160 4.2484 -4.3416  0.070
231 C -4.3572 3.5452 -2.8599  -0.044
232 H 2.2251 -4.9224 -0.0203  0.142
233 H -3.2949 -0.5466 8.5554  0.107
234 H 3.5225 -1.8679 5.6545  0.073
235 H 2.8288 -0.6019 -2.6194  0.092
236 H -6.7151 1.1824 0.4783  0.069
237 O -6.8769 2.4301 -2.4514  -0.064
238 H 1.8848 -4.8208 4.9410  0.087
239 H -5.6827 2.9993 1.3327  0.111
240 N 0.0661 0.4242 1.5319  -0.047
241 H 1.8365 9.4968 0.1388  0.093
242 N 3.9941 1.3136 -1.5190  -0.062
243 C -3.1636 -6.9246 0.5982  -0.522
244 N 2.8769 -4.8670 -4.5339  -0.030
245 H 2.2340 8.7260 2.5337  0.128
246 H 3.4113 3.6718 -0.0577  0.089
247 C 5.7519 3.2141 -0.9965  -0.032
248 N -6.1768 3.0104 -1.2959  -0.045
249 H 5.7916 -5.7018 -6.1872  0.119
250 H -6.5665 0.3635 6.7893  0.102
251 H 3.6107 4.5816 -1.6302  0.086
252 H 2.4232 3.1504 -1.4798  0.063
253 H -0.5978 3.2116 -0.3052  0.051
254 H 4.2904 -6.7569 1.4722  0.070
255 H 1.4003 -2.0483 1.3290  0.075
256 C 2.9758 0.1903 5.2023  -0.534
257 H -9.1008 3.5275 -1.2618  0.068
258 H -4.1975 -8.6505 1.2878  0.077
259 N 3.5709 -3.9767 1.2382  0.055
260 H -1.1041 8.0058 -1.3472  0.080
261 C -5.1058 -0.5673 5.5977  -0.558
262 H -9.0429 4.0052 0.3699  0.074
263 H -3.2819 -8.8261 -0.3132  0.089
264 H 1.3704 -6.4797 1.7615  0.137
265 H 3.2418 -7.4619 -3.0089  0.052
266 C -4.6861 4.7917 -0.5835  -0.116
267 H 1.6360 3.1999 -5.9288  0.095
268 C 2.2303 7.5681 -0.6836  -0.160
269 H 6.7119 2.7333 -1.3498  0.082
270 H 0.0797 8.1628 -2.5551  0.084
271 H -3.8596 2.6657 -2.3782  0.095
272 H 2.9214 0.9773 7.1594  0.119
273 H -1.6743 -2.2606 7.2999  0.063
274 H 0.9830 1.0217 5.7488  0.068
275 C -1.4943 1.1778 -6.9471  -0.162
276 H 0.9421 -0.4792 -0.7627  0.072
277 C 4.4965 2.6705 -1.6841  -0.543
278 C 3.3674 3.6017 -1.1663  -0.038
279 C 4.6962 2.9233 -3.1903  -0.124
280 H 6.1371 -5.2957 -3.6830  0.092
281 H 1.0855 2.9135 1.8525  0.073
282 H -2.0090 -0.8619 -3.4618  0.099
283 C 3.6839 0.7538 6.4266  -0.132
284 C -4.6278 0.9107 7.5841  -0.131
285 H -4.4701 1.8232 6.9695  0.103
286 H -8.2632 1.9752 1.0165  0.089
287 O 2.6415 -5.7210 3.1983  -0.176

Cartesian forces, eV/Å:
-2.951 2.232 0.503
-1.642 0.058 -1.443
0.412 0.951 -0.060
-0.437 -0.309 -2.397
0.126 0.149 0.539
0.220 -2.027 -1.425
0.361 0.890 -1.900
-0.629 -0.242 0.233
-1.153 -0.062 -0.285
0.511 0.846 0.310
-0.673 0.960 0.522
0.466 0.619 -1.079
0.167 0.254 -0.538
-1.287 -0.114 1.115
0.836 -1.664 1.230
1.148 -0.566 1.117
0.331 0.927 0.028
-0.180 0.139 -0.488
-2.309 -0.460 0.339
1.159 0.300 -1.947
0.177 -0.179 1.254
0.614 0.015 0.237
-0.158 0.103 0.422
-1.486 -1.144 0.012
-0.633 -0.243 0.268
-0.561 1.164 -0.163
0.702 -0.149 -0.515
-0.100 0.157 -0.116
0.615 0.605 0.221
0.481 0.455 -0.270
0.116 0.004 -0.028
0.856 -0.153 -0.009
0.080 -0.408 0.261
1.687 1.052 1.375
-0.570 -0.292 -0.703
-1.223 -0.099 -1.476
-0.382 0.376 0.773
0.701 -0.911 -0.519
0.017 -0.017 -0.402
1.901 0.427 -2.076
1.674 1.244 -1.399
-0.314 0.112 0.573
0.283 0.763 -0.604
0.013 -0.778 0.953
-0.477 0.017 0.797
0.104 -0.157 0.154
0.351 -0.445 -0.087
-0.253 0.926 0.643
-0.059 0.024 -0.145
0.070 -0.431 0.285
0.609 0.407 0.475
-0.230 -0.498 0.358
2.644 1.015 1.902
0.050 0.069 -1.693
-1.437 -1.902 0.894
0.327 0.166 0.798
0.099 0.374 0.324
1.226 -0.869 2.502
-0.340 2.640 -0.111
-0.101 0.471 -0.400
0.230 1.154 0.770
-0.114 0.208 0.125
-1.115 0.558 -0.955
-0.837 -0.222 -0.342
0.736 0.057 0.324
0.446 0.357 -0.848
0.271 0.089 0.251
-2.166 1.164 -0.277
-0.744 0.247 0.149
-0.131 -0.310 0.637
-0.473 -0.627 0.600
0.597 0.267 0.222
2.347 -0.124 0.519
-1.229 -1.258 -0.943
1.253 1.463 1.741
1.266 -0.804 -0.132
1.069 -1.345 1.396
0.574 -0.053 0.289
0.004 0.316 -0.776
-0.710 0.019 -0.775
-0.301 -0.454 -0.584
-1.027 -1.265 -0.791
-0.186 -0.276 0.136
0.760 1.238 0.302
0.350 -0.834 0.860
-2.320 -0.692 0.492
1.323 -0.111 0.107
0.323 0.167 -0.035
-0.963 0.141 -0.448
-0.046 1.602 -0.787
0.687 -0.885 1.375
0.106 0.515 1.019
-0.215 0.482 -0.412
0.549 0.373 0.102
-0.011 0.525 0.094
0.226 0.391 0.059
-0.058 -0.375 -0.508
1.192 1.029 0.044
-0.674 -0.626 -0.969
0.286 0.036 -0.346
0.525 -0.102 -0.048
0.562 2.150 0.894
-0.167 -0.477 -0.037
0.462 0.346 0.334
-0.617 0.041 -0.112
0.290 0.661 -0.676
0.333 -0.050 -0.123
0.213 0.531 -0.368
-0.065 0.193 -0.704
0.702 1.485 -0.481
-1.188 1.397 -0.271
-1.941 -0.111 0.010
-0.824 2.839 1.394
-0.374 1.116 -0.939
-0.746 0.572 -0.806
-1.371 -1.547 0.063
-0.107 0.036 0.454
0.178 -0.319 0.283
-0.955 -0.966 0.054
0.056 -0.518 0.448
0.743 0.386 0.486
0.714 1.752 0.924
0.542 0.339 -0.234
1.106 0.837 -0.370
-1.367 -0.259 -1.179
0.794 0.052 0.386
1.131 -1.192 -0.997
0.268 -0.175 0.405
-0.249 -2.595 0.197
0.905 -1.257 -0.275
-1.394 -0.984 -1.021
-0.460 -0.070 -0.086
-1.407 0.168 0.091
-3.073 -0.104 -0.852
-0.240 -0.033 -0.620
-0.816 -2.750 -0.509
0.068 0.228 -0.984
-0.099 0.148 0.052
1.049 -0.673 -0.063
-0.292 -0.445 0.473
0.239 -0.237 0.168
0.989 -1.354 0.092
0.310 -0.352 -0.848
-0.073 -0.117 1.104
0.054 -0.505 0.718
-0.181 -0.078 0.333
0.148 0.435 0.321
1.051 0.322 0.934
-0.161 -0.986 0.796
-0.026 0.945 0.754
-1.413 -0.138 -2.647
0.324 0.278 -0.153
0.057 0.325 0.475
0.533 0.108 -0.940
0.543 0.462 0.599
-0.317 0.126 0.175
-1.010 0.673 -0.060
-0.108 0.533 -0.333
0.643 -0.608 -0.112
-0.583 -0.579 -0.389
0.139 -0.725 0.225
-0.073 0.218 0.490
-0.564 0.230 -0.147
0.838 -0.159 0.805
-0.290 -0.154 0.685
0.291 0.442 0.265
-0.384 0.063 0.302
-2.506 -0.919 1.468
-0.407 -0.208 0.457
-1.264 0.352 -0.115
-0.188 0.187 -0.401
-0.467 0.140 -0.631
-0.134 -0.624 0.475
-2.476 2.460 0.938
-0.388 -0.962 0.047
0.266 -1.392 -0.299
2.760 0.784 1.271
0.316 -0.521 0.619
0.172 0.941 0.965
0.407 -0.417 1.225
-0.218 0.235 0.803
1.998 -0.808 -1.138
0.545 0.390 -0.636
-0.639 -1.253 -1.103
0.246 0.524 -1.370
0.502 -0.238 -0.074
-0.418 0.192 0.416
0.180 0.688 0.061
-0.814 0.347 -0.286
-0.251 -0.456 0.070
-0.544 0.035 -0.560
1.969 -1.535 0.956
-0.381 -0.178 -0.502
-0.377 0.236 0.169
-0.794 -1.399 0.124
0.074 -0.896 -0.032
1.179 1.271 1.302
-0.189 0.182 0.329
-0.031 0.877 0.561
-0.205 -0.206 0.041
0.315 -0.031 -0.135
-1.843 -1.060 -2.515
-0.128 0.433 0.623
1.237 -1.162 0.898
1.399 0.844 -1.306
-0.017 -0.088 -0.586
-0.157 0.100 -0.112
0.157 0.490 -0.294
0.095 0.408 -0.461
1.454 -1.326 -1.313
0.702 0.005 0.890
-0.121 -0.091 -0.499
-0.616 0.789 0.303
-0.962 1.117 -1.013
-0.225 -0.058 0.911
2.704 1.492 1.287
-0.141 0.054 0.503
0.304 -0.085 0.268
-0.824 -0.052 -0.078
-0.698 -0.259 0.082
-0.321 -1.012 0.431
-0.824 -0.122 -0.180
-0.256 -0.387 -0.672
-0.032 0.093 -0.155
-0.111 -0.494 -0.088
0.609 0.442 -0.292
0.598 0.516 0.522
0.388 0.268 -0.646
0.363 -0.090 -0.306
0.053 0.622 -0.704
0.028 -0.702 0.832
0.624 -0.776 0.509
-0.247 -0.531 0.362
0.979 -0.379 0.407
0.537 -0.456 0.081
0.957 -0.607 0.533
0.190 0.171 0.754
0.098 0.268 -0.152
0.611 -0.083 -0.091
0.684 -1.365 -0.706
0.531 0.218 -0.087
0.702 0.501 -0.326
-1.537 -0.695 1.059
-0.653 -0.197 -0.354
-0.351 0.085 -0.033
-0.144 0.080 -0.688
1.032 -0.765 -0.302
-0.855 0.485 -1.726
-0.158 -0.088 0.786
-1.608 0.945 -0.328
-0.805 -0.337 0.442
-0.092 0.517 -0.064
-0.222 1.011 -0.356
0.291 0.170 0.673
-0.372 0.015 -0.446
-0.997 -0.466 0.778
-0.206 -0.228 -1.027
0.391 -0.653 -0.065
-0.519 -0.689 -0.118
-0.110 0.571 0.546
-1.010 -1.393 0.337
-0.482 0.353 0.498
-0.264 -0.465 0.702
0.084 0.573 0.166
0.670 -0.496 0.441
0.262 -1.305 0.009
-0.245 -0.096 0.191
0.216 -1.235 -1.087
-0.998 0.453 0.559
0.230 -0.162 -0.064
-0.556 0.507 -0.588
-0.110 -0.403 0.499
-0.843 -1.094 -0.230
0.264 0.042 0.174
3.096 -0.559 0.741
0.798 0.712 -0.588
-0.449 0.822 -1.110
0.978 -0.136 -0.238
0.009 -0.699 -1.128
0.361 0.119 0.288
0.239 0.156 -0.185
0.633 -0.767 -0.344
-0.862 1.995 -1.432
0.548 0.129 0.542
-0.261 -0.501 0.294
0.150 -0.767 0.680
1.056 0.261 -0.159